Entry 1:
{"formula": "C3H7FN2O", "method": "ωB97M-V with the def2-TZVPD basis set", "elements": ["C", "C", "C", "N", "N", "O", "F", "H", "H", "H", "H", "H", "H", "H"], "positions_angstrom": [[0.011, 1.204, 0.611], [0.141, 0.796, -0.878], [-0.355, -0.472, -0.387], [-0.485, -0.187, 0.866], [1.528, 0.740, -1.365], [-0.900, -0.774, 1.949], [-1.254, -2.982, 0.913], [0.893, 1.580, 1.120], [-0.884, 1.833, 0.823], [-0.508, 1.450, -1.548], [-0.491, -1.416, -0.854], [2.114, 0.389, -0.637], [-1.340, -2.344, 1.588], [1.530, 0.184, -2.201]], "homo_lumo_gap_ev": 9.94, "relative_energy_ev": 2.510, "e_homo_ha": -0.3433, "e_lumo_ev": 0.60}

***

Entry 2:
{"formula": "C2H2N2O", "method": "ωB97M-V with the def2-TZVPD basis set", "elements": ["C", "C", "N", "N", "O", "H", "H"], "positions_angstrom": [[-3.348, 0.213, 0.125], [-0.028, 0.445, 0.043], [-3.963, -0.691, -0.206], [-0.491, 1.591, 0.655], [-0.202, 1.633, -0.646], [1.058, 0.048, 0.277], [-0.583, -0.439, -0.309]], "homo_lumo_gap_ev": [11.57, 5.74], "relative_energy_ev": 7.853, "e_homo_ha": [-0.4463, -0.3671], "e_lumo_ev": [-0.57, -4.25]}

***

Entry 3:
{"formula": "C14H26IrN4OSbSe4", "method": "ωB97M-V with the def2-TZVPD basis set", "elements": ["Ir", "C", "C", "N", "C", "C", "N", "C", "C", "N", "H", "H", "H", "H", "H", "H", "H", "H", "H", "H", "H", "H", "H", "H", "H", "O", "C", "C", "C", "C", "C", "C", "C", "C", "N", "H", "H", "H", "H", "H", "H", "H", "H", "H", "H", "H", "Se", "Sb", "Se", "Se", "Se"], "positions_angstrom": [[0.374, -0.531, 0.165], [1.232, 1.547, 2.242], [2.313, 0.441, 2.169], [1.769, -0.870, 1.759], [1.206, -1.703, 2.844], [0.021, -2.431, 2.282], [-0.829, -1.527, 1.496], [-1.726, -0.665, 2.257], [-1.014, 0.569, 2.784], [-0.071, 1.072, 1.759], [1.146, 1.944, 3.256], [1.552, 2.368, 1.602], [3.037, 0.730, 1.415], [2.838, 0.349, 3.122], [2.502, -1.398, 1.289], [1.936, -2.424, 3.218], [0.949, -1.059, 3.684], [0.373, -3.193, 1.586], [-0.553, -2.924, 3.071], [-1.462, -2.116, 0.856], [-2.523, -0.399, 1.573], [-2.193, -1.223, 3.072], [-1.760, 1.324, 3.039], [-0.464, 0.365, 3.702], [-0.527, 1.813, 1.239], [2.146, 0.617, -0.756], [2.115, 1.667, -1.761], [1.761, 1.129, -3.132], [0.561, 0.192, -3.076], [-0.613, 0.818, -2.415], [-1.366, 1.761, -3.111], [-2.480, 2.329, -2.544], [-2.857, 1.915, -1.276], [-2.076, 0.988, -0.631], [-0.945, 0.472, -1.152], [2.682, -0.113, -1.110], [3.084, 2.167, -1.788], [1.376, 2.378, -1.392], [2.602, 0.560, -3.539], [1.600, 1.985, -3.794], [0.834, -0.709, -2.536], [0.262, -0.146, -4.067], [-1.072, 2.005, -4.124], [-3.066, 3.057, -3.089], [-3.748, 2.289, -0.793], [-2.368, 0.613, 0.323], [-1.579, -2.126, -4.194], [-1.487, -3.268, -2.067], [0.890, -2.574, -1.003], [-1.270, -5.650, -2.040], [-3.112, -2.419, -0.416]], "homo_lumo_gap_ev": 5.23, "relative_energy_ev": 0.283, "e_homo_ha": -0.2201, "e_lumo_ev": -0.76}

***

Entry 4:
{"formula": "C32H30FN4O5RhS2Te", "method": "ωB97M-V with the def2-TZVPD basis set", "elements": ["Rh", "C", "C", "C", "C", "C", "C", "C", "F", "C", "C", "C", "O", "C", "C", "N", "C", "C", "O", "O", "H", "H", "H", "H", "H", "H", "H", "H", "H", "H", "H", "N", "C", "C", "C", "C", "C", "C", "S", "O", "O", "N", "C", "S", "C", "C", "N", "H", "H", "H", "H", "H", "H", "H", "H", "C", "C", "C", "C", "C", "C", "Te", "C", "C", "C", "H", "H", "H", "H", "H", "H", "H", "H", "H", "H", "H"], "positions_angstrom": [[-1.074, -2.460, 0.761], [-0.789, 3.995, -2.214], [0.373, 3.822, -1.252], [1.707, 4.237, -1.860], [2.748, 4.265, -0.752], [2.738, 2.981, 0.039], [3.841, 2.624, 0.789], [3.874, 1.428, 1.491], [4.978, 1.130, 2.210], [2.826, 0.552, 1.454], [1.695, 0.897, 0.710], [0.555, -0.007, 0.709], [0.593, -1.109, 1.312], [-0.595, 0.405, -0.030], [-0.436, 1.435, -1.076], [0.496, 2.450, -0.722], [1.626, 2.112, -0.001], [-2.387, -0.563, 1.427], [-2.126, 0.333, 2.356], [-2.971, -1.601, 1.718], [-0.790, 5.031, -2.555], [-1.750, 3.808, -1.731], [-0.696, 3.353, -3.091], [0.190, 4.473, -0.396], [1.613, 5.225, -2.315], [1.982, 3.533, -2.652], [2.523, 5.104, -0.084], [3.751, 4.438, -1.147], [4.708, 3.274, 0.820], [2.851, -0.384, 1.994], [-1.406, 1.865, -1.306], [1.089, 7.371, 1.219], [0.244, 6.275, 1.361], [0.674, 5.130, 2.035], [-0.141, 4.016, 2.128], [-1.388, 4.017, 1.516], [-1.828, 5.150, 0.845], [-1.026, 6.275, 0.776], [-2.490, 2.637, 1.563], [-3.025, 2.490, 0.216], [-3.468, 2.791, 2.606], [-1.374, 1.493, 1.928], [-1.813, -0.358, 0.030], [0.138, 0.562, -2.634], [-1.277, -0.341, -3.012], [-2.333, -0.761, -2.273], [-2.603, -0.769, -0.923], [1.804, 7.456, 1.924], [0.629, 8.250, 1.038], [1.657, 5.111, 2.493], [0.194, 3.135, 2.658], [-2.798, 5.151, 0.364], [-1.376, 7.156, 0.250], [-1.328, -0.597, -4.065], [-3.121, -1.248, -2.836], [-0.484, -9.803, 0.622], [-0.393, -8.365, 0.198], [-0.289, -8.011, -1.139], [-0.180, -6.685, -1.542], [-0.059, -6.390, -3.013], [-0.182, -5.675, -0.567], [0.046, -3.682, -1.186], [-0.289, -6.010, 0.794], [-0.268, -4.996, 1.904], [-0.392, -7.349, 1.147], [-0.703, -10.453, -0.224], [-1.262, -9.943, 1.372], [0.459, -10.134, 1.063], [-0.295, -8.788, -1.895], [-0.182, -7.303, -3.593], [0.917, -5.965, -3.257], [-0.812, -5.674, -3.346], [-1.129, -4.298, 1.866], [0.654, -4.413, 1.918], [-0.368, -5.489, 2.871], [-0.477, -7.608, 2.197]], "homo_lumo_gap_ev": [6.66, 5.61], "relative_energy_ev": 4.592, "e_homo_ha": [-0.2735, -0.2890], "e_lumo_ev": [-0.78, -2.26], "multiplicity": 5}

***

Energy / Eh: -403.0172; -261.8753; -10793.6535; -3107.2780